Run i
Molecular formula: C8H11ClN2O2
Method: DFT, ωB97M-V with the def2-TZVPD basis set

Calculated values
Charge: 0
Frontier orbital gap (eV): 8.150
2S+1: 1
Highest occupied orbital energy (hartree): -0.2779

Element x y z (Å)
C -0.031 -1.475 1.117
C -1.387 -1.047 1.045
C 1.037 -0.794 0.678
C 0.548 0.907 -0.220
C 3.418 0.016 0.049
C -0.838 0.651 -0.778
C -1.856 -0.004 0.254
C 2.499 -0.977 0.811
N -3.196 0.441 0.265
N 1.649 1.104 -1.133
O 3.970 -0.258 -0.967
O 3.674 1.120 0.716
Cl 0.422 1.949 1.136
H -0.014 -2.408 1.710
H -2.230 -1.647 1.579
H -1.363 1.585 -1.284
H -0.571 -0.146 -1.525
H 2.539 -0.954 1.954
H 2.938 -1.869 0.512
H -3.814 0.289 1.127
H -3.099 1.448 -0.079
H 1.661 0.493 -1.897
H 1.776 2.033 -1.555
H 3.063 1.182 1.521

Run ii
Molecular formula: C8H11ClN2O2
Method: DFT, ωB97M-V with the def2-TZVPD basis set

Calculated values
Charge: 0
Frontier orbital gap (eV): 9.061
2S+1: 1
Highest occupied orbital energy (hartree): -0.3217

Element x y z (Å)
C 4.726 0.535 -1.028
C 3.295 0.705 -0.537
H 3.235 0.450 0.522
H 2.979 1.743 -0.661
C 2.340 -0.202 -1.314
N 0.970 -0.026 -0.869
N 0.240 0.810 -1.568
C -0.984 1.053 -1.226
C -1.600 0.446 -0.095
C -0.824 -0.428 0.629
C 0.551 -0.712 0.272
O 1.305 -1.461 0.859
Cl -1.449 -1.224 2.012
O -2.868 0.665 0.303
C -3.670 1.559 -0.437
H -4.633 1.569 0.071
H -3.250 2.570 -0.437
H -3.807 1.218 -1.467
H -1.505 1.749 -1.862
H 2.609 -1.248 -1.148
H 2.367 0.034 -2.379
H 5.396 1.184 -0.469
H 5.054 -0.493 -0.895
H 4.803 0.789 -2.083

Computed energies relative to the best structure, in kcal/mol: run i 54.2; run ii 0.0

Run i
Molecular formula: C10H13NO
Method: DFT, ωB97M-V with the def2-TZVPD basis set

Calculated values
Charge: 0
Frontier orbital gap (eV): 8.573
2S+1: 1
Highest occupied orbital energy (hartree): -0.2852

Element x y z (Å)
O 1.727 1.951 1.376
C 1.739 2.937 0.363
C 2.929 1.208 1.360
H 0.784 3.486 0.418
H 1.829 2.488 -0.640
H 2.566 3.654 0.503
H 3.070 0.685 0.399
H 3.807 1.850 1.542
H 2.870 0.456 2.164
C -2.656 -1.174 1.079
C -1.862 -0.264 1.739
C -1.459 -2.325 -2.341
C -0.282 -1.547 -2.362
C -2.327 -2.290 -1.261
C 0.051 -0.717 -1.300
C -2.019 -1.459 -0.168
C -0.827 -0.684 -0.212
N -0.763 0.029 0.962
H -3.592 -1.588 1.455
H -1.991 0.206 2.713
H -1.687 -2.969 -3.200
H 0.383 -1.599 -3.234
H -3.240 -2.901 -1.257
H 0.967 -0.112 -1.318
H -0.016 0.678 1.220

Run ii
Molecular formula: C10H13NO
Method: DFT, ωB97M-V with the def2-TZVPD basis set

Calculated values
Charge: 0
Frontier orbital gap (eV): 8.569
2S+1: 1
Highest occupied orbital energy (hartree): -0.2865

Element x y z (Å)
C -2.699 -0.243 -1.524
C -0.300 0.662 -1.486
C 0.147 0.775 0.697
C -1.428 0.210 -0.871
C -1.161 0.274 0.539
C 0.733 0.951 1.948
C -0.023 0.620 3.053
C -1.903 -0.058 1.677
C -1.326 0.120 2.917
N 0.657 0.996 -0.557
H 1.566 1.370 -0.763
H -0.137 0.781 -2.546
H 1.739 1.332 2.048
H -2.897 -1.289 -1.268
H -2.618 -0.167 -2.605
H 0.396 0.744 4.046
H -2.909 -0.448 1.589
H -1.895 -0.134 3.800
H -3.540 0.351 -1.164
C 3.080 -1.359 -1.326
O 2.936 -0.179 -2.118
H 2.200 -0.326 -2.718
H 3.061 -2.261 -1.951
H 2.278 -1.430 -0.585
H 4.044 -1.294 -0.833

Computed energies relative to the best structure, in kcal/mol: run i 9.6; run ii 0.0

Run i
Molecular formula: C10H13NO
Method: DFT, ωB97M-V with the def2-TZVPD basis set

Calculated values
Charge: 0
Frontier orbital gap (eV): 9.281
2S+1: 1
Highest occupied orbital energy (hartree): -0.3119

Element x y z (Å)
C 1.609 0.395 -2.380
C 0.328 0.164 -2.929
C 1.543 0.076 -1.060
C -0.540 -0.185 -1.872
C -0.829 0.099 1.612
C -1.560 1.443 1.652
C 0.645 -0.199 1.768
C -0.025 -0.735 0.571
C -0.677 2.585 1.086
C -0.279 -2.253 0.506
N 0.283 -0.228 -0.746
O -2.530 1.770 2.287
H 2.572 0.688 -2.989
H 0.131 0.306 -4.026
H 2.340 -0.032 -0.395
H -1.510 -0.753 -1.979
H -1.467 -0.461 2.319
H 1.287 0.736 1.617
H 1.044 -0.908 2.456
H -0.338 2.375 0.092
H 0.225 2.806 1.638
H -1.299 3.520 1.186
H -0.212 -2.595 1.481
H 0.510 -2.709 -0.086
H -1.176 -2.514 0.131

Run ii
Molecular formula: C10H13NO
Method: DFT, ωB97M-V with the def2-TZVPD basis set

Calculated values
Charge: 0
Frontier orbital gap (eV): 9.416
2S+1: 1
Highest occupied orbital energy (hartree): -0.3184

Element x y z (Å)
C 1.871 0.194 -0.194
C 1.804 -0.948 0.532
C 0.700 -1.873 0.166
C -0.591 -1.056 0.097
C -1.849 -1.635 0.028
C -2.984 -0.880 -0.173
C -3.040 0.499 0.009
C -1.755 1.058 0.197
C -0.552 0.411 -0.014
C 0.741 1.168 -0.033
H 2.733 1.949 -0.517
H 3.871 0.633 -0.891
H 2.015 -0.064 -1.293
H 1.740 -0.463 1.617
H 2.811 -1.494 0.629
H 0.749 -2.054 -1.006
H 0.707 -2.679 0.854
H -2.009 -2.749 -0.229
H -3.871 -1.436 -0.285
H -3.826 1.223 -0.292
H -2.286 2.913 0.579
H 0.666 1.766 -0.936
H 0.693 2.079 0.902
N 3.165 0.958 -0.022
O -1.503 2.480 0.276

Computed energies relative to the best structure, in kcal/mol: run i 0.0; run ii 22.4

Run i
Molecular formula: CH3O3PS
Method: DFT, ωB97M-V with the def2-TZVPD basis set

Calculated values
Charge: 0
Frontier orbital gap (eV): 9.086
2S+1: 1
Highest occupied orbital energy (hartree): -0.3536

Element x y z (Å)
C -0.383 -0.230 -0.797
O -0.970 0.443 3.988
O -1.429 1.030 1.657
O -2.834 -0.758 0.333
P -1.896 1.239 3.217
S -2.094 0.450 0.176
H -0.571 0.034 -1.862
H 0.397 0.295 -0.411
H -0.326 -1.315 -0.823

Run ii
Molecular formula: CH3O3PS
Method: DFT, ωB97M-V with the def2-TZVPD basis set

Calculated values
Charge: 0
Frontier orbital gap (spin up / spin down) (eV): 7.662 / 8.076
2S+1: 1
Highest occupied orbital energy (spin up / spin down) (hartree): -0.3350 / -0.3274

Element x y z (Å)
C 0.016 -0.781 0.717
O -1.330 3.096 -1.717
O -1.587 3.044 0.752
O -2.667 1.378 2.320
P -0.965 3.907 -0.525
S -2.400 1.622 0.927
H -0.691 -1.044 1.420
H -0.240 -0.414 -0.287
H 1.046 -1.121 0.758

Computed energies relative to the best structure, in kcal/mol: run i 0.0; run ii 35.7

Run i
Molecular formula: C4H15N2O
Method: DFT, ωB97M-V with the def2-TZVPD basis set

Calculated values
Charge: +2
Frontier orbital gap (spin up / spin down) (eV): 12.946 / 6.044
Expectation value of S²: 0.76
2S+1: 2
Highest occupied orbital energy (spin up / spin down) (hartree): -0.7293 / -0.7293

Element x y z (Å)
C 1.902 1.620 0.803
C 0.705 0.726 0.430
C 0.931 0.258 -1.117
C 0.045 -0.999 -1.534
N -1.329 -0.763 -0.861
N -0.645 1.363 0.481
H 2.849 1.118 0.429
H 1.905 1.739 1.893
H 2.011 2.622 0.295
H 0.568 -0.227 1.092
H 1.993 -0.047 -1.130
H 0.682 1.124 -1.715
H -0.041 -1.025 -2.607
H 0.606 -1.933 -1.142
H -2.117 -1.170 -1.457
H -1.469 0.382 -0.497
H -1.344 -1.366 -0.006
H -0.550 2.337 0.081
H -0.958 1.519 1.402
H -2.416 -2.797 1.315
H -1.599 -2.194 2.415
O -1.727 -2.284 1.427

Run ii
Molecular formula: C4H15N2O
Method: DFT, ωB97M-V with the def2-TZVPD basis set

Calculated values
Charge: +2
Frontier orbital gap (spin up / spin down) (eV): 13.002 / 7.619
Expectation value of S²: 0.75
2S+1: 2
Highest occupied orbital energy (spin up / spin down) (hartree): -0.7363 / -0.7348

Element x y z (Å)
N -0.705 -1.269 1.485
C -1.538 -0.067 1.093
C -1.497 0.159 -0.509
N -0.102 0.087 -0.931
C 0.804 1.244 -1.228
C 0.746 2.236 -0.091
H -0.273 -1.204 2.335
H -1.282 -1.999 1.492
H 0.027 -1.316 0.655
H -0.975 0.805 1.487
H -2.577 -0.060 1.432
H -2.279 -0.582 -1.046
H -2.009 1.072 -0.880
H -0.062 -0.672 -1.654
H 1.922 0.936 -1.420
H 0.437 1.498 -2.282
H 1.605 2.923 -0.019
H 0.748 1.821 0.963
H -0.161 2.782 0.040
H 2.123 -2.742 -0.334
H 2.237 -1.133 -0.436
O 1.884 -1.910 0.025

Computed energies relative to the best structure, in kcal/mol: run i 4.4; run ii 0.0

Run i
Molecular formula: C3H6ClNO
Method: DFT, ωB97M-V with the def2-TZVPD basis set

Calculated values
Charge: 0
Frontier orbital gap (eV): 10.947
2S+1: 1
Highest occupied orbital energy (hartree): -0.3748

Element x y z (Å)
C 1.660 -0.856 0.420
C 0.571 0.224 0.307
C -0.824 -0.474 0.619
H 2.752 -0.506 0.320
H 1.462 -1.831 0.008
H 1.733 -1.120 1.516
H 0.893 0.835 1.173
H -2.676 -0.202 -0.022
H -1.932 1.162 0.479
N -2.026 0.205 0.672
O -0.716 -1.674 0.775
Cl 0.543 1.191 -1.321

Run ii
Molecular formula: C3H6ClNO
Method: DFT, ωB97M-V with the def2-TZVPD basis set

Calculated values
Charge: 0
Frontier orbital gap (spin up / spin down) (eV): 8.224 / 7.218
2S+1: 1
Highest occupied orbital energy (spin up / spin down) (hartree): -0.3259 / -0.2947

Element x y z (Å)
C 0.979 1.031 0.108
C -0.009 2.070 0.069
C -0.005 -1.871 0.062
N 2.160 0.813 0.100
O -0.572 -0.645 0.166
Cl 3.120 -0.572 0.135
H -0.747 1.862 0.843
H 0.431 3.059 0.199
H -0.530 2.007 -0.885
H 0.591 -1.995 -0.860
H -0.813 -2.620 0.017
H 0.626 -2.132 0.932

Run iii
Molecular formula: C3H6ClNO
Method: DFT, ωB97M-V with the def2-TZVPD basis set

Calculated values
Charge: 0
Frontier orbital gap (eV): 9.694
2S+1: 1
Highest occupied orbital energy (hartree): -0.3214

Element x y z (Å)
C 0.026 0.563 0.728
C -1.026 -0.473 -0.058
C 1.433 0.815 0.308
N -0.735 -1.348 -1.115
O -1.032 0.845 -0.216
Cl -2.429 -0.971 0.854
H -0.198 0.884 1.649
H 1.988 0.987 1.215
H 1.470 1.902 -0.124
H 1.782 0.082 -0.385
H -0.165 -0.958 -1.862
H -1.114 -2.329 -0.994

Run iv
Molecular formula: C3H6ClNO
Method: DFT, ωB97M-V with the def2-TZVPD basis set

Calculated values
Charge: 0
Frontier orbital gap (eV): 9.217
2S+1: 1
Highest occupied orbital energy (hartree): -0.3167

Element x y z (Å)
C 0.360 -0.074 0.613
C -0.332 0.830 -0.341
C -0.653 -0.613 -0.415
H 1.722 -0.622 -1.031
H 1.936 -1.471 0.654
H 0.278 0.033 1.733
H 0.460 1.255 -1.026
H -1.762 2.306 0.624
H 0.042 -1.401 -1.114
N 1.742 -0.567 0.117
O -1.592 1.318 0.082
Cl -2.200 -0.991 0.105

Computed energies relative to the best structure, in kcal/mol: run i 0.0; run ii 104.9; run iii 39.3; run iv 95.9

Run i
Molecular formula: C35H38N5O6PSSe2Sr
Method: DFT, ωB97M-V with the def2-TZVPD basis set

Calculated values
Charge: -2
Frontier orbital gap (eV): 5.691
2S+1: 1
Highest occupied orbital energy (hartree): -0.0589

Element x y z (Å)
Sr -0.503 0.340 0.703
N -0.460 2.975 0.181
C -1.810 3.318 -0.341
C -2.185 2.333 -1.473
O -2.762 2.800 -2.470
N -1.770 1.090 -1.248
C -1.792 0.227 -2.414
C -0.691 -0.843 -2.419
O -0.594 -1.575 -3.403
O 0.073 -0.918 -1.378
H 0.141 3.791 0.203
H -0.095 2.416 -0.592
H -1.840 4.308 -0.797
H -2.541 3.284 0.472
H -1.681 0.791 -3.344
H -2.735 -0.321 -2.526
O -0.359 1.989 3.499
C 0.120 1.671 4.801
C 0.570 0.222 4.998
C 1.220 0.152 6.390
O 0.318 0.342 7.492
C -0.605 -0.774 4.961
Se -1.430 -1.282 3.245
C 1.650 -0.161 3.980
Se 3.151 1.113 3.738
H 0.446 2.106 2.970
H -0.713 1.903 5.475
H 0.963 2.325 5.041
H 2.035 0.880 6.439
H 1.650 -0.843 6.529
H -0.268 1.068 7.263
H -1.406 -0.391 5.595
H -0.263 -1.704 5.423
H 1.208 -0.246 2.993
H 2.019 -1.159 4.228
O 1.930 -2.435 -0.801
N 1.947 -1.890 0.497
C 2.987 -1.195 0.715
C 4.072 -0.959 -0.279
C 5.112 -1.879 -0.404
C 6.139 -1.656 -1.301
C 6.145 -0.507 -2.086
C 5.116 0.408 -1.966
C 4.072 0.192 -1.066
P 2.677 1.364 -0.884
C 3.553 2.957 -0.617
C 3.762 3.340 0.706
C 4.439 4.520 0.992
C 4.899 5.329 -0.035
C 4.687 4.956 -1.358
C 4.020 3.776 -1.647
C 2.042 1.519 -2.578
C 1.268 2.631 -2.915
C 0.584 2.679 -4.119
C 0.665 1.613 -5.004
C 1.424 0.501 -4.676
C 2.111 0.452 -3.470
H 1.093 -2.002 -1.177
H 3.079 -0.731 1.702
H 5.098 -2.774 0.204
H 6.940 -2.379 -1.393
H 6.951 -0.331 -2.789
H 5.109 1.301 -2.580
H 3.405 2.713 1.524
H 4.596 4.800 2.027
H 5.420 6.252 0.191
H 5.041 5.587 -2.165
H 3.848 3.490 -2.678
H 1.185 3.463 -2.226
H -0.049 3.528 -4.341
H 0.102 1.633 -5.929
H 1.444 -0.360 -5.331
H 2.650 -0.447 -3.201
N -0.749 -3.476 0.449
C -1.860 -2.938 -0.114
N -2.419 -1.849 0.308
C -3.616 -1.624 -0.348
C -4.460 -0.539 -0.129
C -5.588 -0.397 -0.916
C -5.894 -1.327 -1.912
C -5.072 -2.419 -2.133
C -3.942 -2.561 -1.341
S -2.711 -3.788 -1.395
H -0.370 -2.909 1.208
H -0.038 -3.813 -0.185
H -4.206 0.180 0.638
H -6.235 0.459 -0.769
H -6.776 -1.187 -2.526
H -5.298 -3.135 -2.913

Run ii
Molecular formula: C35H38N5O6PSSe2Sr
Method: DFT, ωB97M-V with the def2-TZVPD basis set

Calculated values
Charge: -2
Frontier orbital gap (eV): 5.978
2S+1: 1
Highest occupied orbital energy (hartree): -0.0734

Element x y z (Å)
Sr 1.431 1.941 -0.647
N 3.860 -1.674 1.274
C 4.091 -0.235 1.312
C 2.828 0.616 1.187
O 1.749 0.025 0.899
N 2.859 1.936 1.302
C 4.113 2.597 0.961
C 4.598 2.283 -0.485
O 5.811 2.219 -0.698
O 3.689 2.081 -1.372
H 3.387 -1.889 0.399
H 3.162 -1.902 1.975
H 4.781 0.035 0.508
H 4.600 0.033 2.243
H 4.952 2.383 1.634
H 3.937 3.675 1.004
O -3.561 4.919 -3.326
C -2.194 5.077 -2.907
C -1.382 3.786 -3.053
C -1.448 3.357 -4.535
O -0.516 2.369 -4.934
C -2.003 2.731 -2.133
Se -1.142 0.945 -2.071
C 0.066 4.136 -2.682
Se 0.369 4.757 -0.819
H -4.118 5.281 -2.635
H -2.143 5.394 -1.863
H -1.734 5.862 -3.520
H -1.246 4.236 -5.160
H -2.472 3.027 -4.754
H -0.558 1.654 -4.265
H -3.040 2.575 -2.431
H -1.993 3.138 -1.121
H 0.412 4.925 -3.356
H 0.694 3.267 -2.915
O 0.601 3.169 2.784
N -0.344 2.110 2.824
C -1.129 2.148 1.830
C -2.188 1.131 1.662
C -3.337 1.555 0.990
C -4.378 0.687 0.735
C -4.278 -0.637 1.143
C -3.141 -1.067 1.801
C -2.080 -0.205 2.078
P -0.587 -0.874 2.967
C -1.541 -1.578 4.391
C -1.755 -0.686 5.444
C -2.481 -1.063 6.562
C -2.994 -2.350 6.659
C -2.780 -3.249 5.625
C -2.063 -2.864 4.499
C -0.220 -2.360 1.958
C 0.466 -3.431 2.533
C 0.936 -4.478 1.755
C 0.743 -4.460 0.384
C 0.088 -3.385 -0.201
C -0.384 -2.340 0.576
H 1.395 2.781 2.341
H -1.044 2.950 1.085
H -3.385 2.578 0.638
H -5.251 1.031 0.194
H -5.078 -1.337 0.935
H -3.068 -2.105 2.102
H -1.348 0.317 5.367
H -2.643 -0.352 7.363
H -3.557 -2.650 7.535
H -3.179 -4.254 5.689
H -1.916 -3.575 3.695
H 0.649 -3.440 3.603
H 1.469 -5.299 2.221
H 1.123 -5.265 -0.234
H -0.040 -3.345 -1.266
H -0.860 -1.491 0.093
N 4.403 -0.342 -2.309
C 3.443 -1.193 -2.671
N 2.240 -0.823 -2.965
C 1.476 -1.896 -3.353
C 0.137 -1.823 -3.733
C -0.517 -2.987 -4.100
C 0.134 -4.222 -4.085
C 1.465 -4.309 -3.702
C 2.125 -3.144 -3.347
S 3.774 -2.936 -2.819
H 4.127 0.624 -2.195
H 5.281 -0.653 -1.934
H -0.366 -0.859 -3.722
H -1.559 -2.936 -4.392
H -0.402 -5.118 -4.370
H 1.977 -5.263 -3.684

Computed energies relative to the best structure, in kcal/mol: run i 7.3; run ii 0.0

Run i
Molecular formula: C7H12O3
Method: DFT, ωB97M-V with the def2-TZVPD basis set

Calculated values
Charge: 0
Frontier orbital gap (eV): 10.338
2S+1: 1
Highest occupied orbital energy (hartree): -0.3569

Element x y z (Å)
C -0.948 -1.587 -0.949
C -0.760 -1.158 0.509
C 0.423 -1.775 1.129
C 1.376 -2.277 1.682
C -0.770 0.375 0.727
O -0.684 0.664 2.108
C 0.278 1.164 -0.087
C -0.240 1.946 -1.282
O 0.769 2.525 -2.017
H -1.133 -2.667 -1.003
H -0.065 -1.349 -1.554
H -1.810 -1.063 -1.386
H -1.629 -1.525 1.078
H 2.218 -2.805 2.095
H -1.763 0.735 0.421
H 0.077 0.208 2.485
H 0.635 1.945 0.610
H -0.516 0.874 -1.726
H -0.972 2.696 -0.952
O 1.636 0.527 -0.531
H 1.726 2.221 -1.611
H 2.152 0.326 0.254

Run ii
Molecular formula: C7H12O3
Method: DFT, ωB97M-V with the def2-TZVPD basis set

Calculated values
Charge: 0
Frontier orbital gap (eV): 9.953
2S+1: 1
Highest occupied orbital energy (hartree): -0.3403

Element x y z (Å)
C 0.047 -0.831 -0.299
C -1.265 -1.219 0.367
C 0.833 -2.097 -0.618
C -0.802 1.838 1.424
C 0.862 0.303 0.198
C 0.025 1.625 0.172
C 2.185 0.496 0.249
O -0.292 -0.128 -1.717
O -1.559 0.529 -1.984
O 0.407 2.611 -0.456
H -1.182 1.260 -2.508
H 1.661 -1.906 -1.305
H -1.075 -1.707 1.328
H -1.979 -0.411 0.537
H -1.852 -1.874 -0.287
H 1.243 -2.503 0.315
H 0.200 -2.859 -1.082
H -0.823 0.964 2.076
H -0.336 2.612 2.038
H -1.827 2.081 1.137
H 2.611 1.482 0.414
H 2.917 -0.265 0.002

Computed energies relative to the best structure, in kcal/mol: run i 0.0; run ii 23.8